(1)
39
Properties=species:S:1:pos:R:3 method="wB97M-V/def2-TZVPD" e_homo_ev=-8.89 spin_multiplicity=1 total_charge=0 e_above_lowest_ev=7.285 lumo_energy_ev=-0.2 homo_lumo_gap_ev=8.64 energy_ev=-27034.6621
H -1.3726 -0.1703 -1.0967
H -0.4655 0.4894 0.0416
H 1.1151 3.8570 0.2170
H 0.2553 3.8826 1.5035
H 0.4791 1.9047 1.7967
H 0.5177 2.0962 0.3092
H 2.8283 0.2924 -1.8736
H 2.0830 -0.0106 -0.5659
H 3.3996 1.6024 0.2600
H 4.1906 1.9337 1.3251
H -2.4653 2.8182 -5.6911
H -2.9895 2.1222 -4.5010
H 2.3329 -2.6796 1.8959
H 2.7350 -1.2149 2.3450
H -1.0671 -3.2856 2.2936
H -1.5932 -4.5775 3.0204
H -0.3442 -1.6704 4.7435
H 0.3472 -2.8069 3.9446
H -0.1887 1.5994 -3.2977
H -0.1288 0.8553 -1.8522
H -2.0831 -3.9571 -2.4325
H -3.6796 -4.5016 -2.3195
H 1.1096 -2.3686 -0.7955
H 0.4860 -3.3874 0.2297
H -3.4133 3.6742 0.5230
H -2.9424 5.0950 0.7110
O -0.9850 -0.2930 -0.1725
O 1.1142 3.4969 1.1215
O -0.0878 2.1493 1.0468
O 2.3741 0.7196 -1.1163
O 3.8606 1.1552 0.9858
O -2.5022 2.9707 -4.7445
O 2.6755 -2.1281 2.6811
O -1.0951 -4.1913 2.2712
O 0.0268 -1.8232 3.8734
O -0.0190 0.7751 -2.8395
O -2.9051 -4.3213 -2.8708
O 1.1985 -3.2505 -0.4413
O -3.5486 4.5416 0.1134

(2)
40
Properties=species:S:1:pos:R:3 method="wB97M-V/def2-TZVPD" e_homo_ev=-9.81 spin_multiplicity=1 total_charge=0 e_above_lowest_ev=1.096 lumo_energy_ev=-0.5 homo_lumo_gap_ev=9.35 energy_ev=-36002.5733
Xe 0.1420 -0.2811 -0.0267
O -0.4471 -3.8865 -1.2580
H -0.4104 -4.8093 -1.0064
H -1.3549 -3.7472 -1.5279
O 2.5999 -2.2944 2.1457
H 1.7391 -2.6914 2.0127
H 2.9477 -2.7305 2.9235
O 0.5093 3.6664 0.0519
H -0.2658 3.1556 -0.1819
H 1.2201 3.0258 0.0777
O 1.2812 1.5359 2.7303
H 1.7722 1.9714 2.0335
H 1.9496 1.2541 3.3548
O -1.8797 2.1752 -0.2046
H -2.0784 1.9061 0.6923
H -2.1479 1.4310 -0.7435
O -0.7506 0.7440 -3.5527
H -0.4182 0.0625 -4.1369
H -1.1719 0.2642 -2.8396
O -0.1710 -3.2927 1.7972
H -0.1421 -3.2895 0.8404
H -1.0192 -2.9052 2.0130
O -2.6915 -2.0112 1.9524
H -2.6672 -1.0639 2.0875
H -3.4470 -2.3068 2.4604
O -2.7456 1.0071 2.3270
H -2.8331 0.8547 3.2679
H -3.6267 1.2465 2.0396
O 2.7277 1.7266 0.1442
H 3.6123 2.0195 0.3633
H 2.8533 1.0887 -0.5583
O 1.8959 2.4201 -3.0138
H 1.0002 2.0895 -2.9452
H 1.8970 3.2206 -2.4889
O 3.7491 0.0222 -1.7995
H 3.9085 -0.7176 -1.2133
H 3.5896 -0.3787 -2.6539
O -2.7057 -0.0066 -1.8468
H -2.8403 -0.8546 -1.4237
H -3.5803 0.3797 -1.8937

(3)
40
Properties=species:S:1:pos:R:3 method="wB97M-V/def2-TZVPD" e_homo_ev=-13.91 spin_multiplicity=1 total_charge=+1 e_above_lowest_ev=0.000 lumo_energy_ev=-2.6 homo_lumo_gap_ev=11.33 energy_ev=-27051.0736
O -1.5422 -3.2030 0.0495
H -1.5798 -4.0185 0.5637
H -0.5951 -3.0334 -0.0566
O 2.9977 2.8285 0.2625
H 2.1070 3.4591 -0.1922
H 2.5855 2.6437 1.1235
O -1.3101 -0.7608 -2.0143
H 0.3012 -0.6664 -2.6065
O -1.2451 -0.8074 3.4962
H -1.5777 -1.1834 4.3172
H -2.0087 -0.8580 2.8994
O 1.4153 -0.9605 2.5516
H 1.2917 -0.7538 3.4838
H 0.6057 -1.4109 2.2866
O -0.8715 2.4016 -0.6807
H -1.4518 1.9992 -0.0112
H -1.3128 2.0676 -1.4648
O 1.6174 -2.7459 -0.6807
H 2.1807 -3.2089 -0.0507
H 2.2033 -2.5209 -1.4075
O 1.1921 -0.6711 -2.9762
H 1.1777 -0.6595 -3.9325
H 2.2284 0.6216 -2.0982
O -3.3001 -1.5245 0.9177
H -3.8067 -2.2977 1.1988
H -2.5149 -2.0803 0.5785
O 1.2691 1.1565 1.0889
H 0.9253 0.4763 1.7266
H 1.5061 0.7114 0.2819
O 1.1325 4.1200 -0.6690
H 0.6109 4.3125 0.1258
H 0.5493 3.4456 -1.0771
O -2.9725 0.8478 -0.3210
H -3.3693 0.2002 0.2810
H -3.5950 1.3735 -0.8259
O 2.8198 0.7548 -1.3404
H 3.0420 -0.1220 -1.0119
H 2.9808 1.9377 -0.2129
H -2.0151 -1.2186 -2.4767
H -1.6711 -0.6518 -1.1263

(4)
41
Properties=species:S:1:pos:R:3 method="wB97M-V/def2-TZVPD" e_homo_ev=-13.16 spin_multiplicity=1 total_charge=+1 e_above_lowest_ev=2.484 lumo_energy_ev=-3.0 homo_lumo_gap_ev=10.15 energy_ev=-26507.2690
N -0.3869 -0.1907 -0.1385
H -1.2669 -0.5077 -0.0575
H 0.3471 -0.7327 0.1615
H -0.0579 0.6523 0.4575
H -0.1279 0.0453 -1.2125
O 2.6051 -1.4217 2.5355
H 2.8261 -1.0947 3.4695
H 1.8001 -1.0437 2.1835
O -0.7429 1.9573 -2.3325
H -0.1109 2.3623 -2.9935
H -1.4049 1.6673 -3.0825
O -2.7299 -0.7017 2.0415
H -1.8509 -0.5787 2.5765
H -2.5819 -1.6277 1.8695
O 2.3741 0.6153 0.8345
H 2.8231 -0.0737 1.4665
H 2.9931 1.3093 1.0595
O -1.3079 -3.2477 0.1005
H -1.8429 -3.8767 -0.3265
H -1.2019 -3.6977 1.0075
O -2.9369 -0.3427 -2.0835
H -3.3699 0.3733 -1.5485
H -3.0009 0.0093 -2.9265
O -1.1189 3.1113 0.6445
H -0.2539 3.5163 0.9285
H -1.6349 3.8583 0.8385
O -0.4149 2.3163 3.0025
H -0.9429 2.3893 2.1905
H -0.7639 2.3553 3.8915
O 1.3491 0.4783 -4.2675
H 0.7901 -0.2557 -4.3915
H 1.7711 0.1903 -3.5005
O 2.8231 0.0873 -1.7965
H 2.7431 0.4033 -0.8715
H 3.6471 -0.6357 -1.8905
O 0.3311 -2.0497 -2.3785
H 1.1101 -2.5387 -1.9635
H -0.3379 -2.7217 -1.9355
O 0.1161 -0.2967 2.4105
H -0.0939 -0.6977 3.2755
H 0.0321 0.6373 2.7525

(5)
43
Properties=species:S:1:pos:R:3 method="wB97M-V/def2-TZVPD" e_homo_ev=-9.40 spin_multiplicity=1 total_charge=0 e_above_lowest_ev=1.292 lumo_energy_ev=-0.5 homo_lumo_gap_ev=8.86 energy_ev=-32629.0183
Ne -0.0475 -0.1282 0.1917
O 2.2624 -1.5292 -3.2261
H 2.1268 -1.4151 -2.2854
H 1.4362 -1.2530 -3.6229
O -3.0419 1.3771 1.1952
H -3.3357 0.7803 1.8835
H -3.6380 2.1237 1.2544
O 0.9981 2.0816 -2.5498
H 1.7454 2.6249 -2.2993
H 0.2381 2.6525 -2.4375
O 1.9624 -1.5598 2.1124
H 1.4457 -0.9560 2.6459
H 2.8361 -1.5374 2.5027
O 4.1602 -0.0165 0.0793
H 4.0099 0.7401 0.6461
H 3.3675 -0.5453 0.1697
O 0.0268 -0.0541 -4.2339
H -0.5274 -0.4843 -3.5828
H 0.3057 0.7587 -3.8123
O -3.0239 1.3749 -1.5299
H -3.0720 1.3991 -0.5743
H -2.3366 0.7363 -1.7196
O 1.7476 3.1414 0.8666
H 1.4137 3.7329 0.1921
H 0.9840 2.6325 1.1389
O -2.4394 -2.3265 -0.2092
H -2.0475 -2.2202 0.6576
H -1.9031 -2.9956 -0.6346
O 0.2952 -0.2025 3.7592
H 0.6032 0.2774 4.5280
H 0.0282 0.4789 3.1422
O -1.4231 -1.9455 2.4617
H -1.4508 -2.8871 2.6315
H -0.8991 -1.5877 3.1784
O -2.1512 -0.9643 -2.7830
H -2.8848 -1.3657 -3.2487
H -1.8375 -1.6496 -2.1930
O 2.1859 -1.8330 -0.5400
H 1.6962 -1.5604 0.2360
H 2.0518 -2.7795 -0.5882
O -0.2923 2.0876 2.2237
H -1.1064 1.8427 1.7836
H -0.4688 2.9541 2.5900

(6)
42
Properties=species:S:1:pos:R:3 method="wB97M-V/def2-TZVPD" e_homo_ev=-8.24 spin_multiplicity=1 total_charge=0 e_above_lowest_ev=6.954 lumo_energy_ev=-0.5 homo_lumo_gap_ev=7.75 energy_ev=-29114.6981
H 0.0894 -0.1203 1.3240
H 0.2973 -0.9749 0.0845
H 1.8370 4.1346 -1.4775
H 1.9657 2.6351 -1.2654
H 2.0195 -4.2710 2.0366
H 1.1640 -4.2386 0.7808
H -0.6723 0.0681 -2.0840
H -2.0129 0.7838 -2.1066
H -3.3821 -0.9803 -2.4309
H -3.7364 0.4613 -2.1049
H 2.3112 -2.8825 -1.7521
H 1.0431 -3.3331 -2.4584
H -1.3675 4.0795 -2.7284
H -0.4740 2.9646 -2.2101
H 4.3667 1.3871 2.4485
H 5.2445 0.3233 1.8100
H -1.4202 1.6076 0.6096
H -2.5014 0.8379 1.3503
H -3.7055 -3.9304 -0.7686
H -2.2532 -4.0562 -1.1989
H -1.9918 -0.6765 1.8923
H -2.1500 -2.0698 2.4787
H 2.5645 -0.5290 0.1998
H 2.6574 0.8250 -0.4843
H -0.2317 0.1025 4.3121
H 0.2610 0.9818 3.1745
H -0.3726 2.7165 -0.4035
H -0.1865 4.1746 -0.0171
O 0.6324 -0.1891 0.5307
O 2.4495 3.4000 -1.5969
O 2.0434 -4.0169 1.1072
O -1.6209 -0.0931 -2.0265
O -3.8310 -0.4384 -1.7723
O 1.9038 -3.6524 -2.1646
O -1.3468 3.1265 -2.5857
O 4.7110 1.0970 1.5963
O -1.5891 1.1371 1.4338
O -2.8066 -3.9245 -0.4208
O -1.5808 -1.2926 2.5092
O 2.3259 0.3978 0.3136
O 0.2003 0.9458 4.1358
O -0.8546 3.4820 -0.0708

What did the fifth record say?
43
Properties=species:S:1:pos:R:3 method="wB97M-V/def2-TZVPD" e_homo_ev=-9.40 spin_multiplicity=1 total_charge=0 e_above_lowest_ev=1.292 lumo_energy_ev=-0.5 homo_lumo_gap_ev=8.86 energy_ev=-32629.0183
Ne -0.0475 -0.1282 0.1917
O 2.2624 -1.5292 -3.2261
H 2.1268 -1.4151 -2.2854
H 1.4362 -1.2530 -3.6229
O -3.0419 1.3771 1.1952
H -3.3357 0.7803 1.8835
H -3.6380 2.1237 1.2544
O 0.9981 2.0816 -2.5498
H 1.7454 2.6249 -2.2993
H 0.2381 2.6525 -2.4375
O 1.9624 -1.5598 2.1124
H 1.4457 -0.9560 2.6459
H 2.8361 -1.5374 2.5027
O 4.1602 -0.0165 0.0793
H 4.0099 0.7401 0.6461
H 3.3675 -0.5453 0.1697
O 0.0268 -0.0541 -4.2339
H -0.5274 -0.4843 -3.5828
H 0.3057 0.7587 -3.8123
O -3.0239 1.3749 -1.5299
H -3.0720 1.3991 -0.5743
H -2.3366 0.7363 -1.7196
O 1.7476 3.1414 0.8666
H 1.4137 3.7329 0.1921
H 0.9840 2.6325 1.1389
O -2.4394 -2.3265 -0.2092
H -2.0475 -2.2202 0.6576
H -1.9031 -2.9956 -0.6346
O 0.2952 -0.2025 3.7592
H 0.6032 0.2774 4.5280
H 0.0282 0.4789 3.1422
O -1.4231 -1.9455 2.4617
H -1.4508 -2.8871 2.6315
H -0.8991 -1.5877 3.1784
O -2.1512 -0.9643 -2.7830
H -2.8848 -1.3657 -3.2487
H -1.8375 -1.6496 -2.1930
O 2.1859 -1.8330 -0.5400
H 1.6962 -1.5604 0.2360
H 2.0518 -2.7795 -0.5882
O -0.2923 2.0876 2.2237
H -1.1064 1.8427 1.7836
H -0.4688 2.9541 2.5900

Copy entry 3 word for word.
40
Properties=species:S:1:pos:R:3 method="wB97M-V/def2-TZVPD" e_homo_ev=-13.91 spin_multiplicity=1 total_charge=+1 e_above_lowest_ev=0.000 lumo_energy_ev=-2.6 homo_lumo_gap_ev=11.33 energy_ev=-27051.0736
O -1.5422 -3.2030 0.0495
H -1.5798 -4.0185 0.5637
H -0.5951 -3.0334 -0.0566
O 2.9977 2.8285 0.2625
H 2.1070 3.4591 -0.1922
H 2.5855 2.6437 1.1235
O -1.3101 -0.7608 -2.0143
H 0.3012 -0.6664 -2.6065
O -1.2451 -0.8074 3.4962
H -1.5777 -1.1834 4.3172
H -2.0087 -0.8580 2.8994
O 1.4153 -0.9605 2.5516
H 1.2917 -0.7538 3.4838
H 0.6057 -1.4109 2.2866
O -0.8715 2.4016 -0.6807
H -1.4518 1.9992 -0.0112
H -1.3128 2.0676 -1.4648
O 1.6174 -2.7459 -0.6807
H 2.1807 -3.2089 -0.0507
H 2.2033 -2.5209 -1.4075
O 1.1921 -0.6711 -2.9762
H 1.1777 -0.6595 -3.9325
H 2.2284 0.6216 -2.0982
O -3.3001 -1.5245 0.9177
H -3.8067 -2.2977 1.1988
H -2.5149 -2.0803 0.5785
O 1.2691 1.1565 1.0889
H 0.9253 0.4763 1.7266
H 1.5061 0.7114 0.2819
O 1.1325 4.1200 -0.6690
H 0.6109 4.3125 0.1258
H 0.5493 3.4456 -1.0771
O -2.9725 0.8478 -0.3210
H -3.3693 0.2002 0.2810
H -3.5950 1.3735 -0.8259
O 2.8198 0.7548 -1.3404
H 3.0420 -0.1220 -1.0119
H 2.9808 1.9377 -0.2129
H -2.0151 -1.2186 -2.4767
H -1.6711 -0.6518 -1.1263